No. 1
C4H7NO | ωB97M-V/def2-TZVPD

Output
Total energy: -7796.88486 eV
ΔE to the lowest compared entry with this formula, charge and spin: 63.6 kcal per mole
LUMO: 0.4 eV
HOMO-LUMO gap: 8.058 eV
Highest occupied orbital energy: -7.6 eV

Geometry as ORCA input:
```
! wB97M-V def2-TZVPD RIJCOSX def2/J DEFGRID3
* xyz 0 1
C -1.30509 -1.43738 0.76555
C -0.15910 -0.56393 0.29937
O 1.02032 -0.96085 0.42633
C -0.50464 0.66360 -0.30444
C 1.68148 1.25963 -0.28862
N 0.59247 1.21756 -0.99638
H -1.57449 -2.17081 -0.00537
H -2.18191 -0.81688 0.98189
H -0.99865 -1.97680 1.66721
H -1.51073 0.99438 -0.51871
H 2.66647 1.16752 -0.73133
H 1.55035 1.50963 0.75556
H 0.68815 1.09660 -2.00300
*
```

These are the Löwdin partial charges, in e, on atoms 1 to 8: number 1, C, carries -0.03; number 2, C, carries -0.53; number 3, O, carries -0.04; number 4, C, carries -0.12; number 5, C, carries 0.08; number 6, N, carries -0.04; number 7, H, carries 0.08; number 8, H, carries 0.07

No. 2
C4H10NO3 | ωB97M-V/def2-TZVPD

Output
Total energy: -11937.67436 eV
Expectation value of S²: 0.76
ΔE to the lowest compared entry with this formula, charge and spin: 82.1 kcal per mole
LUMO (alpha / beta): 6.9 / 6.1 eV
HOMO-LUMO gap (alpha / beta): 6.849 / 5.976 eV
Highest occupied orbital energy (alpha / beta): 0.0 / 0.1 eV

Geometry as ORCA input:
```
! wB97M-V def2-TZVPD RIJCOSX def2/J DEFGRID3
* xyz -2 2
C 1.38418 0.80682 0.36237
N 2.54476 -0.16013 0.13517
C -1.20507 0.52280 0.74470
C 0.08485 -0.06105 0.18605
C -0.14976 -0.63953 -1.27427
O -0.26625 0.33729 -2.18249
O 1.38772 1.39280 1.54165
H 1.49148 1.48908 -0.52268
H 3.38270 0.40581 0.24281
H -0.98713 0.87890 1.74946
H -1.97781 -0.27374 0.70950
H -1.53833 1.33186 0.08991
H 0.34152 -0.94886 0.78131
H -1.07543 -1.22400 -1.09944
H 0.70965 -1.30260 -1.47474
H 2.49304 -0.71202 0.99394
H -3.86134 -2.10339 -0.24033
O -3.16484 -1.77234 0.34375
*
```

These are the Löwdin partial charges, in e, on atoms 1 to 8: number 1, C, carries -0.68; number 2, N, carries -0.01; number 3, C, carries -0.10; number 4, C, carries -0.30; number 5, C, carries -0.35; number 6, O, carries -0.08; number 7, O, carries -0.28; number 8, H, carries 0.11

No. 3
C5H10O | ωB97M-V/def2-TZVPD

Output
SMILES string: OC1CCCC1
Total energy: -7394.53308 eV
ΔE to the lowest compared entry with this formula, charge and spin: 5.4 kcal per mole
LUMO: 1.0 eV
HOMO-LUMO gap: 11.253 eV
Highest occupied orbital energy: -10.3 eV

Geometry as ORCA input:
```
! wB97M-V def2-TZVPD RIJCOSX def2/J DEFGRID3
* xyz 0 1
O -1.66192 0.09929 0.92322
C -1.09193 0.28630 -0.36848
C -0.34330 -0.99650 -0.70076
C 0.93540 -0.90231 0.16871
C 1.10923 0.59987 0.52364
C 0.03823 1.31351 -0.31123
H -1.85531 -0.85048 0.96071
H -1.87491 0.55988 -1.09038
H -0.96929 -1.86387 -0.42942
H -0.11886 -1.04811 -1.77166
H 1.80415 -1.30625 -0.35796
H 0.80842 -1.49149 1.08085
H 0.90511 0.76599 1.58483
H 2.12168 0.96746 0.32562
H -0.27254 2.28489 0.08286
H 0.40370 1.47103 -1.33645
*
```

These are the Löwdin partial charges, in e, on atoms 1 to 8: number 1, O, carries -0.04; number 2, C, carries -0.40; number 3, C, carries -0.16; number 4, C, carries -0.17; number 5, C, carries -0.18; number 6, C, carries -0.15; number 7, H, carries 0.09; number 8, H, carries 0.14

No. 4
C3H3FP2 | ωB97M-V/def2-TZVPD

Output
Total energy: -24449.19298 eV
ΔE to the lowest compared entry with this formula, charge and spin: 76.0 kcal per mole
LUMO (alpha / beta): -1.1 / -1.0 eV
HOMO-LUMO gap (alpha / beta): 7.812 / 7.470 eV
Highest occupied orbital energy (alpha / beta): -8.9 / -8.5 eV

Geometry as ORCA input:
```
! wB97M-V def2-TZVPD RIJCOSX def2/J DEFGRID3
* xyz 0 1
C -0.19845 -1.18124 0.11619
C 0.61050 1.60139 0.11802
C -1.43422 -0.72368 0.12046
F -2.53432 -1.46687 0.01387
P -0.98526 2.17301 -0.01410
P 1.11791 -0.14504 0.58655
H -0.05516 -2.16416 -0.25119
H 1.63152 2.00721 -0.08353
H 1.84749 -0.10062 -0.60627
*
```

These are the Löwdin partial charges, in e, on atoms 1 to 8: number 1, C, carries -0.46; number 2, C, carries -0.86; number 3, C, carries -0.25; number 4, F, carries 0.01; number 5, P, carries 0.79; number 6, P, carries 0.78; number 7, H, carries 0.06; number 8, H, carries -0.01